# 1
Density functional theory data (ωB97M-V/def2-TZVPD) for a structure of composition C9H11Cl2FNO8P2Pt.

Each line ends with the natural charge from an NBO analysis.
Atoms and positions in Å:
Pt: 0.74965 -1.69268 0.35849  1.078
N: 3.73110 2.16042 0.79055  -0.865
C: 2.63812 1.29202 0.28704  -0.658
C: 1.74838 2.02432 -0.72050  -0.639
P: 3.35454 -0.17973 -0.56599  2.405
O: 4.12254 -0.97266 0.60622  -1.015
O: 4.34988 0.29691 -1.54473  -1.127
O: 2.13069 -0.97134 -1.01106  -1.115
P: 1.66790 0.73406 1.74339  2.384
O: 0.23993 1.36902 1.69396  -1.017
O: 2.39969 1.43079 2.94731  -1.000
O: 1.65015 -0.77423 1.95176  -1.071
H: 4.61543 1.83049 0.41452  0.401
H: 3.17052 1.89838 2.52554  0.530
H: 3.59405 3.09972 0.43629  0.369
H: 2.36129 2.30005 -1.58068  0.229
H: 1.31226 2.92022 -0.27220  0.208
H: 0.93864 1.38590 -1.06824  0.261
H: 3.48960 -1.37748 1.22105  0.519
H: -0.32814 0.99853 0.94509  0.556
Cl: -6.61588 -1.88417 -1.30076  -0.039
C: -5.01001 -1.27843 -0.96410  -0.119
C: -4.86525 0.04270 -0.50598  -0.203
C: -3.62727 0.53219 -0.23433  -0.129
Cl: -3.45667 2.16459 0.33237  -0.008
C: -2.40774 -0.22915 -0.40771  0.525
O: -1.29060 0.27934 -0.16268  -0.749
C: -2.60787 -1.58060 -0.88371  -0.327
C: -1.59588 -2.57269 -1.12453  0.465
O: -0.35055 -2.55645 -1.13130  -0.596
C: -3.91563 -2.06394 -1.13634  -0.141
H: -5.73767 0.66615 -0.36407  0.231
H: -2.03085 -3.54410 -1.40608  0.127
H: -4.03673 -3.08689 -1.47136  0.216
F: -0.38764 -2.66123 1.60277  -0.683

For the maximum force, the calculation gives 0.5 eV/Å. The electronic energy comes out at -2828.8487 a.u. As for the LUMO energy: 0.0817 Eh. The molar mass comes out at 608.12 g mol⁻¹. The total charge is -1.

# 2
Density functional theory data (ωB97M-V/def2-TZVPD) for the molecule C9H11ClN2 in a non-equilibrium geometry.

Each line ends with the Löwdin spin population.
Atoms and positions in Å:
C: 0.81192 0.31560 3.19147  0.221
C: -0.53854 0.62454 3.20361  0.221
C: 1.49231 0.08872 2.00028  0.269
C: -1.27024 0.72071 2.02515  0.269
C: 0.77015 0.18523 0.83149  0.256
C: -0.59813 0.49821 0.84374  0.256
C: 0.08114 0.40448 -1.30856  0.056
C: -0.42734 -1.76011 -2.43846  0.004
C: -0.08753 -0.28491 -2.64093  0.004
N: 1.12140 -0.02600 -0.49416  0.104
N: -1.02889 0.46585 -0.47495  0.104
Cl: 0.51304 2.31487 -1.86736  0.167
H: 1.35019 0.25313 4.12490  0.007
H: -1.03432 0.79863 4.14639  0.007
H: 2.54472 -0.14802 1.99238  0.023
H: -2.32089 0.96499 2.03637  0.023
H: 0.36721 -2.26243 -1.89304  0.001
H: -0.55098 -2.24559 -3.40256  0.001
H: -1.34983 -1.86415 -1.87337  0.001
H: -0.88062 0.21439 -3.19686  0.000
H: 0.83749 -0.18294 -3.20783  0.000
H: 2.07355 0.01063 -0.81666  0.003
H: -1.87581 0.91417 -0.78105  0.003

For the maximum force, the calculation gives 2.7 eV/Å. The electronic energy comes out at -919.1319 a.u. As for the LUMO energy (alpha / beta): 0.0271 / -0.0920 Eh. The molar mass comes out at 182.65 g mol⁻¹. As for the spin multiplicity: 3.

# 3
Density functional theory data (ωB97M-V/def2-TZVPD) for the molecule C9H11ClN4 in a non-equilibrium geometry.

Each line ends with the natural charge from an NBO analysis.
Atoms and positions in Å:
C: -1.41092 1.86020 0.25114  -0.290
C: 3.14375 0.44503 0.72914  -0.338
C: -0.89310 2.18280 -1.02067  0.000
C: 3.05248 -0.92423 1.00229  -0.043
C: -2.26793 0.86997 0.45848  -0.134
C: 2.11132 0.69712 -0.19620  -0.042
C: 0.00341 -2.29970 -1.24902  -0.670
C: -2.78982 0.13963 1.67896  -0.382
C: 0.30146 -0.86512 -1.13767  0.437
N: -0.35419 1.30001 -1.87452  -0.191
N: 2.08570 -1.45122 0.34772  -0.274
N: -0.47064 0.00735 -1.69853  -0.273
N: 1.46454 -0.48916 -0.31609  -0.207
Cl: -2.51052 -1.63340 1.41623  -0.074
H: -0.83352 2.22606 1.01930  0.211
H: 3.84541 1.20893 1.04590  0.230
H: -0.72350 3.18063 -1.33743  0.198
H: 3.80240 -1.64484 1.43577  0.219
H: -2.91249 0.56525 -0.48177  0.205
H: 1.74789 1.55236 -0.67375  0.232
H: 0.21524 -2.57821 -0.23421  0.256
H: 0.65040 -2.74471 -2.01978  0.239
H: -1.11938 -2.28306 -1.47351  0.249
H: -3.84030 0.17523 1.75858  0.225
H: -2.29769 0.50307 2.56961  0.218

For the maximum force, the calculation gives 4.7 eV/Å. The electronic energy comes out at -1028.6286 a.u. As for the LUMO energy: 0.0148 Eh. The molar mass comes out at 210.67 g mol⁻¹.